# C74H197N11O30

A 19-piece molecular cluster, C74H197N11O30 overall in a non-equilibrium geometry (ωB97M-V/def2-TZVPD, OMol25).

```
312
Properties=species:S:1:pos:R:3:forces:R:3:lowdin_charge:R:1
O -3.3826 -2.3710 1.2090 -2.2 -1.2 0.1 -0.100
H -4.3091 -2.0203 1.2617 0.8 1.0 0.2 0.040
H -3.7604 -3.2905 0.9971 1.0 0.2 0.0 0.047
O -3.3787 -3.3313 3.9553 2.5 -0.7 -1.0 -0.125
H -3.3292 -2.9383 3.0160 0.1 -0.7 1.5 0.044
H -2.5564 -3.9655 4.0108 -2.3 1.6 -0.5 0.077
O 0.8891 -0.2773 5.9945 1.3 0.2 0.1 -0.066
H 1.5721 -0.8981 6.3380 -0.7 0.4 -0.2 0.015
H 0.0307 -0.6822 6.0732 -0.5 -0.6 0.0 -0.013
O -3.7618 1.1127 0.9871 1.0 0.7 0.2 -0.046
H -4.0868 0.2497 0.7933 -0.4 -1.2 -0.2 -0.015
H -4.5218 1.6866 0.8733 -0.6 0.6 -0.1 -0.018
C -0.5180 1.7006 -4.0339 -1.8 0.2 -1.0 -0.128
O 0.3375 2.1769 -3.0861 0.6 1.0 -0.7 -0.190
C 0.7416 1.2714 -2.1192 1.0 -0.8 0.1 -0.221
C 0.5687 2.0122 -0.8366 -2.2 -1.7 0.2 -0.228
N 1.4520 3.1070 -0.7135 -0.5 2.5 0.8 0.012
C 0.8700 4.4261 -1.1358 -0.6 -0.2 0.7 -0.156
C 1.5597 5.5944 -0.4798 2.5 -2.0 0.3 -0.207
O 1.4170 5.7776 0.9165 -0.2 -0.2 0.0 -0.204
C 2.4769 5.2576 1.6859 1.4 0.8 0.0 -0.102
H -0.1154 1.0842 -4.8519 0.5 0.1 0.2 0.079
H -0.9911 2.5928 -4.4678 0.0 -0.4 -0.1 0.093
H -1.3149 1.1112 -3.5550 -0.1 0.0 -0.1 0.082
H 1.7863 1.0632 -2.3265 0.3 -0.5 0.3 0.099
H 0.1652 0.3339 -2.1800 0.1 0.2 0.3 0.132
H 0.7053 1.3913 0.0433 0.1 -0.4 -0.2 0.082
H -0.5616 2.1907 -0.9065 1.2 0.6 0.7 0.136
H 1.6401 3.2053 0.2825 -0.1 0.0 -0.2 0.074
H -0.2499 4.5720 -1.0823 0.9 -0.8 0.3 0.126
H 1.1207 4.5418 -2.1614 0.0 0.1 -1.2 0.096
H 1.2531 6.4725 -0.9559 -0.3 1.3 -0.7 0.072
H 2.6580 5.3594 -0.6823 -0.9 0.8 0.1 0.131
H 3.4602 5.8307 1.4868 -1.3 -0.9 0.0 0.109
H 2.6445 4.1826 1.5328 0.1 0.3 0.0 0.069
H 2.2346 5.4220 2.7291 -0.2 -0.1 0.1 0.085
C 0.3418 10.1537 -4.7360 -0.5 0.6 0.6 -0.101
O -0.8851 10.4419 -4.0700 0.2 -0.3 -0.3 -0.180
C -1.5086 9.2900 -3.4985 0.8 -0.6 -0.4 -0.213
C -2.4804 8.6050 -4.4814 -1.5 0.3 1.7 -0.186
N -3.1311 7.4415 -3.8878 0.1 0.1 0.9 -0.086
C -2.2969 6.3103 -3.5439 -1.8 -1.5 -0.8 -0.191
C -3.2450 5.1344 -3.1361 -0.5 1.6 2.8 -0.222
O -2.4859 4.0153 -2.7507 -0.6 -0.6 -0.4 -0.202
C -3.2031 3.2266 -1.8114 1.9 -0.5 1.7 -0.113
H 0.9462 9.5259 -4.1249 0.5 -0.9 0.6 0.069
H 0.9250 11.0493 -4.8682 -0.2 0.7 0.0 0.082
H 0.2272 9.7099 -5.6988 -0.4 -0.5 -0.8 0.074
H -2.0372 9.6199 -2.6273 -0.4 0.2 0.5 0.108
H -0.7030 8.5788 -3.1532 -0.8 0.5 -0.3 0.113
H -1.9211 8.3830 -5.3458 0.6 -0.3 -1.6 0.091
H -3.3380 9.2772 -4.6791 0.8 0.1 -0.3 0.131
H -4.0437 7.1502 -4.2497 0.8 0.5 -0.1 0.113
H -1.5911 6.4890 -2.7456 0.1 0.2 0.2 0.095
H -1.8039 5.9436 -4.4436 0.7 -0.1 -0.1 0.117
H -4.0486 4.9521 -3.8766 0.6 -0.3 -0.1 0.123
H -3.8251 5.4378 -2.1539 0.8 0.0 -1.7 0.141
H -4.2276 3.0288 -2.0295 -0.8 -0.3 -0.8 0.067
H -3.2169 3.7310 -0.8249 -0.1 0.1 -0.3 0.066
H -2.6388 2.2793 -1.5716 -0.6 0.8 -0.8 0.090
C 5.9467 5.4766 -0.7708 -1.6 -0.4 -0.5 -0.088
O 5.9145 4.0845 -1.0846 -0.2 0.5 -0.1 -0.221
C 6.7478 3.2706 -0.2806 0.8 -1.4 -2.1 -0.221
C 6.2106 1.8136 -0.3279 0.0 1.6 0.5 -0.172
N 4.8753 1.8418 0.2482 0.1 0.6 0.5 -0.063
C 4.1289 0.6372 0.2883 0.3 -1.9 -0.6 -0.200
C 4.7659 -0.4493 1.2213 -0.2 1.3 -0.8 -0.198
O 5.8009 -1.2614 0.6852 -0.7 0.5 -0.4 -0.162
C 5.2715 -2.0736 -0.3292 1.5 -0.5 -2.0 -0.116
H 5.9433 5.5559 0.3012 0.1 0.4 0.6 0.071
H 5.0119 5.9690 -1.1634 0.8 -0.7 0.4 0.094
H 6.7622 6.0241 -1.2079 0.8 0.0 -0.2 0.075
H 6.8894 3.6757 0.6821 -0.3 0.3 1.5 0.098
H 7.7605 3.2163 -0.7278 -0.1 0.2 0.0 0.120
H 6.9117 1.1693 0.2468 -0.6 0.3 -0.3 0.130
H 6.2428 1.5324 -1.3899 -0.1 -0.3 0.0 0.103
H 4.2570 2.5437 -0.1478 0.6 0.3 -0.3 0.094
H 4.0311 0.1831 -0.7713 -0.3 0.4 1.4 0.117
H 3.1212 0.8837 0.6958 0.7 -0.2 -0.5 0.098
H 3.9682 -1.0574 1.5571 -1.0 -1.1 0.3 0.085
H 5.1485 0.0049 2.1080 0.4 0.7 0.3 0.082
H 5.1647 -1.6068 -1.3727 0.2 -0.1 1.5 0.107
H 4.2956 -2.4505 -0.0650 -0.3 -0.1 0.0 0.060
H 6.0134 -2.8881 -0.4891 -0.7 0.3 0.2 0.089
C 3.7309 -3.9651 -2.9541 0.1 0.3 -1.0 -0.105
O 3.0356 -4.4846 -1.8779 0.8 -1.1 1.6 -0.212
C 1.7300 -4.0503 -1.7383 -0.8 1.1 -0.1 -0.227
C 1.0016 -5.0205 -0.7694 0.8 1.0 0.1 -0.165
N -0.2752 -4.4659 -0.2467 0.4 -0.3 -0.6 -0.055
C -0.8135 -5.2007 0.9248 -0.6 3.5 -0.4 -0.167
C -0.1996 -4.5439 2.1499 -0.5 -1.4 0.0 -0.216
O -0.7738 -5.2361 3.2793 0.9 1.4 0.6 -0.217
C -0.0386 -4.7670 4.4518 -0.7 -2.6 -0.8 -0.071
H 3.4299 -2.9230 -3.1650 -0.1 -0.3 -0.2 0.077
H 3.5830 -4.6450 -3.8134 0.0 0.6 -0.1 0.099
H 4.7889 -3.9526 -2.7358 0.3 -0.1 0.1 0.064
H 1.3497 -3.9075 -2.7862 -0.6 -0.5 0.9 0.132
H 1.7416 -3.0361 -1.3063 -0.2 0.1 0.1 0.122
H 1.7623 -5.2363 0.0463 -0.8 0.2 -0.8 0.106
H 0.9040 -5.9056 -1.3826 -0.7 -0.6 0.3 0.109
H -0.1475 -3.4779 0.0146 -0.1 -0.4 -0.3 0.077
H -0.5767 -6.2171 0.7914 0.2 -1.3 0.3 0.110
H -1.9029 -5.0175 1.0420 0.3 -0.5 -0.6 0.105
H -0.3940 -3.4591 2.2895 -0.1 -0.5 -0.6 0.122
H 0.8736 -4.6863 1.9803 0.3 0.0 1.0 0.109
H -0.6501 -4.9914 5.3319 0.2 0.3 -0.1 0.095
H 0.2150 -3.7451 4.3318 0.2 1.1 0.2 0.067
H 0.8416 -5.4178 4.4325 0.3 0.5 0.6 0.090
C 8.6103 -2.7790 -3.1336 -1.0 -1.5 1.1 -0.050
O 7.4622 -3.5232 -2.6532 0.1 0.8 -0.9 -0.221
C 7.7400 -4.7795 -2.0921 -0.2 0.1 1.1 -0.257
C 7.7990 -5.9410 -3.0520 0.0 -0.6 -0.8 -0.206
N 6.5911 -6.0463 -3.9293 0.6 0.5 1.1 -0.050
C 6.5970 -7.1982 -4.8186 1.1 1.8 -1.4 -0.200
C 5.4307 -7.1191 -5.8487 0.5 -0.4 2.7 -0.229
O 5.5134 -5.9296 -6.5771 0.2 0.2 0.1 -0.179
C 4.7565 -6.0009 -7.7518 -1.5 1.0 -0.2 -0.123
H 8.3655 -1.7466 -3.1461 -0.3 0.9 0.2 0.074
H 8.8901 -3.0581 -4.1259 0.3 -0.5 -0.7 0.076
H 9.3780 -3.0000 -2.4087 0.8 0.3 0.0 0.080
H 6.8868 -4.9644 -1.3926 0.8 0.1 -0.2 0.110
H 8.7283 -4.7012 -1.5502 -0.9 -0.4 -0.1 0.132
H 7.9608 -6.8625 -2.4505 -0.3 0.4 -0.4 0.128
H 8.7166 -5.8074 -3.6494 0.0 -0.2 -0.2 0.115
H 6.6601 -5.2247 -4.5167 -0.4 0.2 0.0 0.098
H 6.7415 -8.0569 -4.2086 -0.8 -1.2 0.2 0.104
H 7.5234 -7.1511 -5.4186 0.0 -0.2 -0.2 0.115
H 4.5070 -7.2603 -5.2556 -0.1 0.5 -0.5 0.129
H 5.5151 -7.9425 -6.5026 0.1 -1.2 -0.9 0.095
H 4.9504 -6.9038 -8.3248 0.3 -0.1 -0.2 0.083
H 4.8869 -5.0825 -8.3470 0.6 -0.5 0.2 0.094
H 3.6594 -5.9662 -7.5484 0.5 -0.4 0.2 0.095
C -7.2534 3.8646 4.6170 -0.8 1.0 -0.8 -0.107
O -6.4288 3.0709 3.8236 0.4 -1.7 0.7 -0.207
C -5.3686 3.7172 3.1410 -1.1 -0.9 -0.3 -0.200
C -5.9073 4.1649 1.8179 -1.1 -1.4 -0.3 -0.155
N -6.1264 2.9247 1.0439 1.0 -0.2 0.6 -0.066
C -6.9537 3.0514 -0.0895 -1.0 0.4 -2.0 -0.206
C -7.4856 1.6745 -0.5296 -0.3 0.6 0.4 -0.211
O -8.1137 1.6552 -1.7902 0.3 0.9 -0.3 -0.167
C -8.8060 0.4583 -2.0194 -0.6 -0.5 -0.6 -0.117
H -6.6719 4.5849 5.1768 0.2 0.4 0.2 0.084
H -7.8621 3.3184 5.3381 0.3 -0.6 -0.2 0.084
H -7.9793 4.3906 3.9612 0.3 0.1 0.4 0.094
H -4.5506 2.9919 2.9826 -0.4 0.2 0.1 0.118
H -5.0129 4.5043 3.7277 0.7 1.5 1.0 0.104
H -5.2141 4.7869 1.3380 1.2 0.8 -1.0 0.083
H -6.8370 4.7680 1.8683 0.2 -0.3 0.4 0.127
H -6.5116 2.1833 1.6176 -0.1 0.3 0.6 0.096
H -6.4286 3.4989 -0.9343 0.3 0.0 -0.1 0.114
H -7.7507 3.7731 0.1102 -0.6 -0.2 -0.1 0.118
H -8.1873 1.3343 0.2236 -0.4 -0.2 0.4 0.117
H -6.6559 0.9843 -0.5039 0.6 -0.5 -0.2 0.105
H -9.1643 0.3703 -3.0705 0.6 0.5 0.5 0.099
H -9.7216 0.4078 -1.4156 0.2 -0.1 0.3 0.087
H -8.1726 -0.4010 -1.8001 -0.1 -0.1 0.1 0.069
C 0.9869 2.2686 3.8398 0.3 -0.2 -1.3 -0.084
O 0.4278 3.4045 3.1527 0.3 -0.6 0.2 -0.193
C -0.9455 3.6527 3.4117 0.6 -1.1 1.1 -0.216
C -1.6759 4.1149 2.2245 0.8 2.2 0.0 -0.198
N -1.4071 5.5335 1.9078 0.5 -0.2 -0.4 -0.015
C -2.3172 5.9890 0.8549 1.1 0.7 0.2 -0.205
C -2.0004 7.4288 0.4210 -1.0 -0.7 -0.2 -0.180
O -0.8941 7.4270 -0.4813 -1.4 -0.9 0.3 -0.217
C -0.1189 8.5478 -0.3446 0.6 1.5 0.3 -0.158
H 0.4990 1.3025 3.6049 -0.1 0.5 -0.3 0.070
H 0.9683 2.2810 4.9170 0.1 0.7 0.5 0.069
H 2.0277 2.2113 3.4627 -0.5 0.0 0.4 0.093
H -1.0464 4.3599 4.2268 0.0 0.4 0.3 0.130
H -1.3907 2.7202 3.7516 -0.2 -0.2 0.0 0.093
H -2.7009 4.0710 2.4349 -1.7 -0.2 0.5 0.079
H -1.5197 3.4429 1.4320 0.4 -1.0 -1.5 0.104
H -0.4330 5.6404 1.5573 -0.8 -0.2 0.4 0.095
H -3.3317 5.9814 1.2257 -0.4 -0.1 0.2 0.097
H -2.2372 5.3179 0.0038 -0.3 0.0 -0.6 0.086
H -1.7677 8.0160 1.3211 0.0 0.0 -0.2 0.122
H -2.9347 7.8429 -0.0581 1.0 -0.1 0.2 0.134
H -0.6483 9.4938 -0.6104 0.2 -0.5 0.2 0.098
H 0.7064 8.4386 -1.0354 0.4 0.2 -0.1 0.077
H 0.2714 8.6311 0.6894 0.0 0.1 -0.4 0.105
C 7.7360 1.2857 7.1303 0.5 -1.4 1.1 -0.128
O 6.6982 0.7322 6.4009 -1.0 -0.2 -0.4 -0.202
C 7.1007 0.0618 5.2255 -1.1 1.5 -1.4 -0.221
C 5.8072 -0.4345 4.5532 -0.8 0.7 0.4 -0.184
N 5.1954 -1.3498 5.5329 -0.5 1.2 0.6 -0.054
C 4.1298 -2.1878 5.0264 -0.3 -0.2 -0.1 -0.211
C 3.5988 -3.0195 6.1744 -0.2 1.6 0.8 -0.168
O 2.9733 -2.0259 7.0285 -0.1 -0.1 0.7 -0.255
C 3.3271 -2.2460 8.3969 0.4 -1.8 -1.6 -0.078
H 7.3209 1.7640 8.0132 -0.2 0.0 0.1 0.084
H 8.2066 2.0451 6.5471 1.0 0.5 -0.4 0.073
H 8.4340 0.4583 7.4998 -0.4 1.2 -0.6 0.114
H 7.6500 -0.7842 5.4604 1.4 -1.8 0.7 0.090
H 7.7362 0.7206 4.5791 -0.6 -0.3 0.3 0.134
H 5.8974 -1.0452 3.6408 0.7 0.5 0.2 0.103
H 5.1720 0.5003 4.2940 0.7 -1.4 0.4 0.142
H 4.8147 -0.7766 6.3149 0.5 -0.7 -0.8 0.125
H 4.5080 -2.8329 4.2539 0.4 -0.4 -0.5 0.104
H 3.2812 -1.6412 4.5590 0.2 -0.1 0.3 0.124
H 4.3823 -3.4674 6.8010 0.1 -0.2 -0.7 0.119
H 2.8304 -3.7241 5.9102 -0.2 -0.6 -0.4 0.110
H 2.9430 -1.4975 9.0234 -0.7 0.9 0.7 0.077
H 4.4031 -2.2862 8.4437 0.6 0.4 0.3 0.079
H 3.0203 -3.2682 8.6602 -0.4 0.3 0.4 0.095
C 7.2225 2.9729 -4.3982 -0.4 -0.1 1.9 -0.134
O 6.1219 2.7676 -5.2193 -1.7 0.5 -0.9 -0.222
C 4.9418 3.6193 -5.0578 0.0 0.3 -0.2 -0.161
C 3.9445 3.1247 -3.9946 -1.1 0.1 -2.0 -0.188
N 3.3728 1.8474 -4.3957 1.8 0.4 -0.2 -0.023
C 4.1933 0.7342 -4.0084 0.4 -0.8 0.0 -0.217
C 3.6740 -0.4933 -4.7089 0.6 0.1 -0.1 -0.218
O 2.3482 -0.7042 -4.2146 0.2 -0.1 -0.4 -0.198
C 1.5067 -1.2493 -5.1902 -0.3 -1.1 0.0 -0.131
H 6.9412 2.8635 -3.2923 0.4 0.5 -1.2 0.088
H 7.7386 3.9236 -4.5832 -0.2 0.1 0.1 0.086
H 7.9143 2.1655 -4.6012 0.2 -0.2 -0.2 0.078
H 4.3899 3.6674 -6.0319 0.8 -0.4 0.6 0.127
H 5.2363 4.6639 -4.8397 0.2 -0.4 0.1 0.116
H 3.0937 3.8041 -3.8912 0.2 0.4 -0.4 0.122
H 4.3934 3.1594 -3.0539 1.0 -0.5 1.9 0.074
H 2.4240 1.6895 -4.1639 -0.9 0.2 0.5 0.065
H 4.1872 0.5228 -2.9082 0.1 0.2 -0.4 0.107
H 5.2446 0.8783 -4.3337 -0.7 0.1 0.3 0.125
H 4.3669 -1.3190 -4.5126 -0.4 -0.4 0.3 0.109
H 3.7539 -0.3534 -5.8103 -0.7 0.1 0.5 0.135
H 1.7738 -2.2927 -5.4085 0.2 0.1 -0.2 0.087
H 1.5070 -0.6674 -6.0892 0.3 0.4 -0.8 0.079
H 0.4608 -1.3025 -4.9012 0.0 0.3 0.7 0.078
C -9.6631 -2.0283 0.9512 -0.3 -1.0 0.5 -0.128
O -8.5292 -1.6708 0.2569 1.2 -0.7 -0.2 -0.200
C -7.4617 -2.5834 0.5428 -0.2 -0.3 -1.1 -0.192
C -6.7952 -2.2590 1.8267 0.4 0.0 1.9 -0.197
N -6.1748 -0.9103 1.8324 0.7 -1.9 -0.6 -0.035
C -5.9607 -0.3452 3.1327 0.1 0.0 1.0 -0.195
C -7.2512 -0.1771 3.9615 -1.2 -0.2 -0.3 -0.167
O -8.3297 0.2635 3.0757 0.1 -0.2 0.5 -0.236
C -9.6427 0.2723 3.6661 0.9 0.5 0.7 -0.102
H -10.3654 -1.2899 0.7376 -1.4 1.4 -0.1 0.069
H -9.5080 -2.0744 2.0328 0.0 0.0 0.0 0.077
H -10.0952 -2.9789 0.6004 0.3 -0.1 0.1 0.100
H -6.7299 -2.4152 -0.2654 -0.2 -0.4 0.1 0.127
H -7.8332 -3.6644 0.5357 0.5 1.3 -0.1 0.149
H -6.0789 -3.0675 2.0607 0.1 0.5 -0.2 0.109
H -7.4906 -2.3004 2.6748 -0.3 -0.2 -0.3 0.103
H -6.8167 -0.3196 1.3617 -0.7 0.6 -0.7 0.062
H -5.3622 0.5447 2.9837 -0.4 0.7 0.1 0.091
H -5.2842 -0.9612 3.7368 -0.1 -0.3 -0.2 0.108
H -7.1646 0.5522 4.7838 0.2 -0.3 -0.2 0.117
H -7.5223 -1.1826 4.3886 0.1 0.9 -0.2 0.123
H -9.6479 0.9141 4.5900 0.0 -0.5 -0.7 0.091
H -9.9324 -0.7509 3.9660 -0.1 0.3 -0.2 0.082
H -10.3591 0.7253 2.9571 0.5 -0.5 0.2 0.092
C -4.8213 -0.7756 -3.2963 0.7 -0.6 -0.3 -0.071
O -4.3943 -2.1427 -3.2384 -0.3 0.4 -0.1 -0.193
C -3.3686 -2.3327 -2.2868 2.2 0.9 -1.7 -0.227
C -2.9424 -3.7689 -2.3269 0.6 -1.2 1.1 -0.148
N -4.1115 -4.5900 -1.9394 0.2 -0.2 -0.1 -0.055
C -3.9282 -6.0240 -2.1358 1.1 -0.4 1.3 -0.185
C -3.2682 -6.4308 -3.4218 -0.9 0.0 -1.4 -0.220
O -3.9359 -5.8404 -4.5608 -0.1 -0.4 1.0 -0.213
C -3.1823 -6.1185 -5.7299 -0.5 1.8 0.5 -0.103
H -5.5315 -0.6814 -4.1302 0.3 0.0 0.3 0.095
H -3.9200 -0.1439 -3.4703 -0.7 -0.1 0.1 0.087
H -5.3047 -0.5195 -2.3556 -0.1 0.3 0.1 0.073
H -3.6674 -2.0978 -1.3031 -0.6 0.5 1.3 0.084
H -2.4613 -1.6430 -2.5357 -1.3 -1.1 0.4 0.155
H -2.1433 -4.0165 -1.5615 -0.5 0.6 -1.0 0.125
H -2.6074 -4.0813 -3.3282 0.0 0.4 0.2 0.114
H -4.8298 -4.2912 -2.5540 -1.1 0.3 -0.7 0.109
H -4.8497 -6.5619 -1.9506 -0.5 0.2 -0.4 0.123
H -3.2893 -6.4016 -1.2921 -0.1 0.3 -0.7 0.129
H -3.3674 -7.5083 -3.5738 0.4 -0.2 0.4 0.126
H -2.2221 -6.1334 -3.4560 0.3 -0.1 0.1 0.109
H -2.2279 -5.5967 -5.5150 0.2 -0.9 -0.8 0.093
H -3.6807 -5.5532 -6.5335 0.2 -0.5 0.1 0.095
H -3.1673 -7.1907 -5.9302 0.5 0.0 -0.1 0.088
C 5.6227 -5.2088 1.8124 0.8 0.3 -0.8 -0.085
C 4.1369 -5.4028 1.6289 -0.6 -1.4 -1.5 -0.304
O 3.3995 -4.1874 1.4357 0.0 -1.0 1.6 -0.104
H 5.7696 -4.2244 2.2519 0.3 0.2 -0.1 0.068
H 6.1650 -5.3063 0.8320 -0.4 0.4 0.9 0.070
H 6.0908 -5.9261 2.4826 -0.2 -0.2 0.1 0.069
H 3.7186 -5.9372 2.4949 -0.2 0.4 -0.3 0.109
H 3.9901 -6.0639 0.6901 0.0 0.8 1.5 0.133
H 3.7033 -3.8256 0.6231 0.3 0.4 -1.2 0.007
C -4.5061 -5.8402 2.5970 0.3 0.3 -0.4 -0.075
C -5.0522 -5.7865 1.1638 0.1 -1.9 -1.0 -0.319
O -4.8544 -4.5542 0.5622 0.4 1.8 -0.8 -0.194
H -4.6129 -6.7998 3.0570 -0.3 -0.9 0.0 0.065
H -5.0710 -5.1602 3.2037 -0.3 0.5 0.3 0.054
H -3.4519 -5.5776 2.7792 -0.3 0.0 -0.8 0.052
H -6.1696 -5.9959 1.1861 1.1 -0.1 0.1 0.121
H -4.5536 -6.5375 0.4379 -0.8 0.5 1.6 0.113
H -4.6368 -4.5503 -0.4771 -0.1 -0.3 1.1 0.067
C 1.1137 -0.9313 1.6192 -0.5 -0.9 0.8 -0.062
C -0.3406 -0.5630 1.3849 -1.4 0.4 1.2 -0.299
O -0.9573 -1.3258 0.3407 1.2 0.3 -0.4 -0.100
H 1.2084 -2.0191 1.4737 0.3 0.4 -0.5 0.065
H 1.3791 -0.8373 2.6831 -0.2 0.4 -0.2 0.076
H 1.8072 -0.3354 1.0462 0.1 -0.3 -0.4 0.027
H -0.4648 0.5371 1.2368 0.0 -0.8 -0.2 0.094
H -0.9384 -0.7662 2.3064 0.5 0.1 -0.3 0.112
H -1.8480 -1.5750 0.6031 -0.3 0.0 0.2 0.014
C -2.1910 1.0796 5.7821 -1.2 0.2 -0.3 -0.070
C -2.6592 -0.2063 5.1105 -1.0 0.0 -0.4 -0.326
O -1.7846 -1.2845 5.3223 0.4 -0.7 0.9 -0.102
H -2.8215 1.8705 5.2748 0.8 -0.5 0.9 0.086
H -1.1433 1.2536 5.5899 0.3 0.1 -0.3 0.037
H -2.3148 1.1273 6.8750 -0.2 -0.2 -0.4 0.083
H -2.6663 -0.0282 4.0444 0.0 0.4 -0.7 0.088
H -3.7427 -0.4531 5.3131 1.0 0.1 0.4 0.118
H -2.1987 -2.1302 5.0649 -0.2 0.6 -0.1 0.051
```
Positions in Å, forces in eV/Å.

Summary:
HOMO-LUMO gap in eV: 8.49
Relative energy (zero: lowest compared OMol25 entry of this formula, charge and spin) in kcal per mole: 0.0
Max |F| in Eh/bohr: 0.0693
HOMO in eV: -7.968
Total charge: 0